Entry 1:
{
  "formula": "C41H36FN2O",
  "method": "wB97M-V/def2-TZVPD",
  "symbols": ["C", "C", "C", "C", "O", "C", "C", "C", "C", "C", "C", "C", "C", "C", "C", "C", "C", "C", "C", "C", "H", "H", "H", "H", "H", "H", "H", "H", "H", "H", "H", "H", "H", "H", "H", "F", "C", "C", "C", "C", "C", "C", "C", "C", "C", "C", "C", "C", "C", "C", "C", "C", "C", "N", "C", "C", "C", "N", "C", "C", "H", "H", "H", "H", "H", "H", "H", "H", "H", "H", "H", "H", "H", "H", "H", "H", "H", "H", "H", "H", "H"],
  "coordinates": [[7.4787, -2.2448, -2.8401], [6.4478, -2.9431, -3.4778], [5.5344, -2.2680, -4.2828], [5.6427, -0.8777, -4.3815], [4.5530, -0.1480, -4.8888], [3.4008, -0.2221, -4.1057], [3.4773, 0.1586, -2.7590], [2.3903, -0.1212, -1.9538], [1.2127, -0.7546, -2.4343], [0.1030, -0.9068, -1.5480], [-1.0645, -1.6298, -1.8935], [-2.3411, -1.0377, -1.7051], [-3.5019, -1.7528, -1.9863], [-3.4249, -3.0721, -2.4668], [-2.1641, -3.6393, -2.7363], [-1.0005, -2.9319, -2.4585], [1.1878, -1.1170, -3.8125], [2.2490, -0.8190, -4.6468], [6.7312, -0.1797, -3.8612], [7.6170, -0.8689, -3.0411], [8.2038, -2.7861, -2.2214], [6.3361, -4.0171, -3.3556], [4.7144, -2.7858, -4.7838], [4.3533, 0.6675, -2.3553], [2.4512, 0.1824, -0.9160], [0.0483, -0.1849, -0.7316], [-2.3682, 0.0111, -1.4162], [-4.4780, -1.2650, -1.8250], [-4.3392, -3.6356, -2.6706], [-2.0756, -4.6373, -3.1785], [-0.0106, -3.3387, -2.6635], [0.3124, -1.6067, -4.2393], [2.2292, -1.0689, -5.7046], [6.8253, 0.8844, -4.0590], [8.4193, -0.3133, -2.5610], [-3.6693, 1.4041, 0.5116], [-2.8061, 1.3858, 1.6573], [-3.0081, 2.6769, 2.4632], [-3.8589, 3.6938, 2.0238], [-3.9173, 4.8895, 2.7422], [-3.1808, 5.0462, 3.9199], [-2.3331, 4.0237, 4.3598], [-2.2401, 2.8461, 3.6121], [-3.1014, 0.0749, 2.3925], [-3.5065, 0.0118, 3.7290], [-3.6840, -1.2376, 4.3375], [-3.5887, -2.4134, 3.5882], [-3.2397, -2.3367, 2.2344], [-3.0498, -1.0961, 1.6385], [-1.3562, 1.4083, 1.0726], [-1.0362, 2.7198, 0.3169], [-0.0847, 3.5310, 1.1897], [0.6080, 2.5217, 2.0761], [-0.2661, 1.3319, 2.1284], [0.4269, 0.1105, 2.1746], [1.4558, -0.2175, 1.2622], [1.3312, -1.5019, 0.6957], [0.3232, -2.3160, 1.0222], [-0.1045, -2.1962, 2.2890], [-0.1144, -0.9560, 2.9234], [-4.4652, 3.5410, 1.1275], [-4.5397, 5.7020, 2.3619], [-3.2720, 5.9762, 4.4814], [-1.7414, 4.1250, 5.2653], [-1.5695, 2.0352, 3.9132], [-3.6534, 0.9322, 4.2943], [-3.9054, -1.2715, 5.4045], [-3.7627, -3.3840, 4.0557], [-3.1112, -3.2344, 1.6252], [-2.8330, -1.0298, 0.5704], [-1.2925, 0.5259, 0.3857], [-0.5145, 2.4064, -0.6003], [-1.9399, 3.2734, 0.0543], [0.6398, 4.0771, 0.5722], [-0.6418, 4.2379, 1.8207], [1.5919, 2.2628, 1.6661], [0.7394, 2.8807, 3.1019], [2.1974, 0.5039, 0.9126], [2.0252, -1.8510, -0.0707], [-0.4944, -3.0823, 2.7906], [-0.6063, -0.7616, 3.8678]],
  "lowdin_charge": [-0.075, -0.068, -0.008, -0.259, 0.015, -0.192, 0.049, 0.014, -0.173, 0.088, -0.208, -0.022, -0.043, -0.022, -0.042, -0.009, 0.030, 0.040, -0.013, -0.069, 0.112, 0.109, 0.125, 0.140, 0.087, 0.100, 0.115, 0.131, 0.121, 0.120, 0.127, 0.126, 0.138, 0.126, 0.111, 0.001, -0.277, -0.166, -0.019, -0.066, -0.076, -0.059, -0.073, -0.136, -0.014, -0.062, -0.073, -0.086, -0.046, -0.159, -0.099, -0.142, -0.147, -0.045, -0.215, -0.012, -0.183, 0.070, -0.119, 0.028, 0.121, 0.109, 0.107, 0.108, 0.116, 0.114, 0.110, 0.109, 0.113, 0.081, 0.111, 0.114, 0.119, 0.119, 0.111, 0.104, 0.124, 0.098, 0.120, 0.121, 0.123],
  "relative_energy_kcal_mol": 21.5,
  "total_charge": 1,
  "e_lumo_ev": -5.4,
  "gap_ev": 5.71,
  "multiplicity": 1
}

Entry 2:
{
  "formula": "C41H37AsBrFFeN3O8",
  "method": "wB97M-V/def2-TZVPD",
  "symbols": ["Fe", "C", "C", "N", "C", "C", "C", "O", "O", "C", "O", "C", "C", "C", "F", "C", "C", "C", "N", "C", "C", "N", "C", "C", "H", "H", "H", "H", "H", "H", "H", "H", "H", "H", "H", "H", "H", "H", "H", "H", "H", "H", "Br", "C", "C", "C", "C", "C", "C", "C", "O", "O", "H", "H", "H", "H", "O", "As", "C", "C", "C", "C", "C", "C", "C", "C", "C", "C", "C", "C", "C", "C", "C", "C", "C", "C", "H", "H", "H", "H", "H", "H", "H", "H", "H", "H", "H", "H", "H", "H", "H", "O", "O"],
  "coordinates": [[0.6355, 1.4051, 0.3182], [-6.7184, -0.3742, 1.9778], [-6.1659, -0.4231, 0.5617], [-4.6913, -0.4079, 0.5447], [-4.0649, 0.7643, 0.3962], [-2.7074, 0.9251, 0.4285], [-2.1607, 2.2788, 0.1428], [-2.8606, 3.2538, 0.0875], [-0.8677, 2.2865, -0.1135], [-1.8692, -0.1807, 0.6648], [-0.6188, -0.1183, 0.8292], [-2.5405, -1.4711, 0.7448], [-1.7841, -2.6460, 0.8304], [-2.4025, -3.8550, 0.9016], [-1.6484, -4.9720, 0.8881], [-3.8028, -3.9775, 0.9638], [-4.5476, -2.8187, 0.8613], [-3.9384, -1.5633, 0.7130], [-4.4536, -5.2171, 1.1467], [-3.7602, -6.3532, 1.7316], [-4.7621, -7.2215, 2.4747], [-5.8413, -7.6593, 1.5185], [-6.5244, -6.4677, 0.9033], [-5.4767, -5.6253, 0.1989], [-7.8075, -0.3861, 1.9537], [-6.3998, 0.5405, 2.4778], [-6.3742, -1.2224, 2.5717], [-6.4949, 0.4468, -0.0019], [-6.5168, -1.2996, 0.0215], [-4.6812, 1.6425, 0.2415], [-0.7062, -2.5868, 0.7882], [-5.6239, -2.8918, 0.9191], [-3.0242, -6.0105, 2.4530], [-3.2361, -6.9540, 0.9754], [-5.2407, -6.6597, 3.2741], [-4.2827, -8.1055, 2.8900], [-6.5202, -8.2569, 1.9922], [-5.4150, -8.2181, 0.7747], [-6.9876, -5.9053, 1.7111], [-7.2892, -6.8161, 0.2125], [-5.9614, -4.7562, -0.2367], [-5.0348, -6.2053, -0.6272], [3.3490, 8.1571, -1.0758], [2.8060, 7.0799, 0.3803], [2.8756, 7.5798, 1.6713], [2.5002, 6.7701, 2.7364], [2.0622, 5.4756, 2.5123], [1.9939, 4.9950, 1.2108], [2.3587, 5.7971, 0.1344], [1.5201, 3.6155, 0.9608], [1.0732, 2.8845, 1.8586], [1.5739, 3.1424, -0.2359], [3.2088, 8.5947, 1.8400], [2.5552, 7.1577, 3.7448], [1.7716, 4.8300, 3.3295], [2.2825, 5.4160, -0.8737], [2.3438, 0.7986, 0.4116], [3.3594, 1.1195, -0.9579], [4.4203, -0.4510, -1.1272], [5.4427, -0.4874, -2.0713], [6.2199, -1.6280, -2.1862], [5.9823, -2.7165, -1.3558], [4.9748, -2.6670, -0.4043], [4.1861, -1.5314, -0.2856], [2.5451, 1.6021, -2.6301], [3.4436, 2.0286, -3.6077], [2.9804, 2.4396, -4.8481], [1.6237, 2.4033, -5.1292], [0.7283, 1.9741, -4.1583], [1.1840, 1.5895, -2.9084], [4.5560, 2.5102, -0.4446], [5.2771, 2.2756, 0.7242], [6.1156, 3.2634, 1.2147], [6.2343, 4.4701, 0.5374], [5.5193, 4.6946, -0.6311], [4.6696, 3.7162, -1.1251], [5.6449, 0.3658, -2.7034], [7.0119, -1.6670, -2.9217], [6.5919, -3.6054, -1.4503], [4.8007, -3.5148, 0.2448], [3.3974, -1.4808, 0.4537], [4.5071, 2.0481, -3.4134], [3.6822, 2.7956, -5.5907], [1.2626, 2.7163, -6.0997], [-0.3322, 1.9455, -4.3698], [0.4481, 1.2864, -2.1750], [5.1768, 1.3324, 1.2480], [6.6780, 3.0918, 2.1227], [6.8863, 5.2422, 0.9245], [5.6172, 5.6361, -1.1560], [4.0898, 3.9056, -2.0174], [1.1507, -0.9061, -1.3615], [0.8180, -2.0084, -1.0509]],
  "lowdin_charge": [0.925, -0.051, -0.170, -0.011, 0.065, -0.018, -0.511, 0.140, -0.093, -0.245, -0.029, -0.035, 0.094, -0.181, 0.080, -0.131, 0.067, -0.103, -0.085, -0.139, -0.075, 0.069, -0.080, -0.129, 0.088, 0.089, 0.075, 0.130, 0.115, 0.162, 0.127, 0.111, 0.144, 0.140, 0.145, 0.144, 0.190, 0.186, 0.144, 0.143, 0.132, 0.145, 0.766, -0.674, -0.101, -0.048, 0.001, -0.120, -0.074, -0.535, 0.042, -0.077, 0.108, 0.114, 0.124, 0.110, -0.462, 1.330, -0.304, -0.076, -0.056, -0.057, -0.061, -0.096, -0.285, -0.109, -0.049, -0.049, -0.046, -0.097, -0.297, -0.076, -0.054, -0.047, -0.061, -0.093, 0.098, 0.115, 0.114, 0.111, 0.100, 0.094, 0.118, 0.116, 0.116, 0.076, 0.113, 0.114, 0.116, 0.104, 0.102, -0.033, 0.069],
  "s_squared": 8.8279,
  "total_charge": 2,
  "e_lumo_ev": [-5.9, -5.1],
  "gap_ev": [6.17, 6.98],
  "multiplicity": 6
}